Here is a cluster of 6 separate species, C51H54N6O5S in total from the Open Molecules 2025 dataset. Energies are from ωB97M-V with the def2-TZVPD basis set.

Values from the calculation:
Kohn-Sham gap ... 7.2696 eV
SMILES ... Cc1ccc(C(C)C)c(OCc2cc(COO)cc3c2Nc2ccc(OC(=O)c4ccccc4)cc2S3)c1.c1cc[nH]c1.c1cc[nH]c1.c1cc[nH]c1.c1cc[nH]c1.c1cc[nH]c1

ORCA input file:
```
! wB97M-V def2-TZVPD RIJCOSX def2/J DEFGRID3
* xyz 0 1
C 6.074 -3.785 -0.734
C 5.888 -2.173 -0.749
C 6.726 -1.333 0.255
C 6.539 0.223 0.280
C 5.522 0.983 -0.658
C 5.425 2.569 -0.473
C 4.375 2.962 0.704
C 5.154 3.387 -1.828
C 4.712 0.133 -1.664
O 3.762 0.741 -2.540
C 2.464 0.073 -2.449
C 1.914 -0.037 -0.932
C 2.065 -1.302 -0.004
C 1.572 -1.398 1.460
C 1.787 -2.750 2.298
O 1.280 -3.856 1.459
O 0.034 -3.535 1.004
C 0.838 -0.171 2.063
C 0.645 1.080 1.172
C 1.159 1.204 -0.318
N 0.941 2.459 -1.112
C -0.478 2.874 -1.091
C -1.318 3.213 -2.379
C -2.828 3.636 -2.322
C -3.597 3.793 -0.955
O -4.975 4.166 -0.992
C -5.476 4.535 0.296
O -5.545 5.774 0.537
C -5.911 3.476 1.428
C -5.450 3.688 2.921
C -5.810 2.660 4.056
C -6.635 1.354 3.775
C -7.106 1.172 2.289
C -6.745 2.198 1.152
C -2.771 3.476 0.324
C -1.276 3.031 0.263
S -0.276 2.593 1.784
C 4.918 -1.422 -1.688
H 6.005 -4.074 0.385
H 7.056 -4.110 -1.218
H 5.158 -4.296 -1.223
H 7.455 -1.818 0.984
H 7.196 0.791 1.032
H 6.459 2.909 -0.085
H 4.962 2.825 1.693
H 3.484 2.248 0.751
H 4.076 4.074 0.675
H 4.015 3.461 -1.984
H 5.595 2.798 -2.703
H 5.550 4.473 -1.803
H 2.497 -0.998 -2.898
H 1.660 0.637 -3.060
H 2.592 -2.238 -0.425
H 2.866 -2.953 2.600
H 1.058 -2.706 3.194
H -0.629 -4.116 1.465
H 0.425 -0.128 3.126
H 1.485 3.206 -0.625
H -0.774 3.135 -3.375
H -3.323 3.819 -3.340
H -4.826 4.592 3.251
H -5.473 2.855 5.142
H -6.882 0.583 4.591
H -7.704 0.210 2.071
H -7.122 1.939 0.103
H -3.242 3.537 1.357
H 4.291 -2.013 -2.457
N 4.715 0.602 -6.483
C 5.462 -0.277 -7.221
C 6.138 -1.094 -6.349
C 5.782 -0.697 -5.035
C 4.900 0.350 -5.149
H 4.121 1.322 -6.862
H 5.448 -0.245 -8.301
H 6.814 -1.890 -6.625
H 6.132 -1.129 -4.110
H 4.391 0.937 -4.399
N 2.212 -5.162 -3.274
C 2.548 -4.958 -4.588
C 1.889 -3.831 -5.022
C 1.133 -3.342 -3.927
C 1.355 -4.176 -2.871
H 2.546 -5.917 -2.696
H 3.225 -5.627 -5.098
H 1.946 -3.407 -6.013
H 0.496 -2.470 -3.915
H 0.973 -4.154 -1.860
N 3.877 -8.639 -3.322
C 4.622 -9.530 -4.047
C 5.300 -10.334 -3.163
C 4.947 -9.916 -1.856
C 4.065 -8.871 -1.985
H 3.283 -7.925 -3.712
H 4.607 -9.515 -5.127
H 5.974 -11.135 -3.428
H 5.298 -10.334 -0.925
H 3.558 -8.272 -1.243
N -4.899 3.584 8.545
C -5.525 3.544 9.762
C -6.382 4.615 9.832
C -6.274 5.324 8.610
C -5.353 4.664 7.834
H -4.212 2.922 8.222
H -5.306 2.761 10.471
H -7.018 4.861 10.670
H -6.810 6.219 8.329
H -4.982 4.868 6.841
N -10.901 4.138 3.104
C -12.207 3.779 2.902
C -12.219 2.590 2.215
C -10.869 2.215 1.999
C -10.079 3.187 2.561
H -10.593 4.971 3.578
H -13.014 4.400 3.262
H -13.100 2.049 1.903
H -10.515 1.330 1.490
H -9.005 3.286 2.620
*
```

Atom charges from the Mulliken analysis, given in e for atoms 1 to 5: atom 1 (C): -1.159, atom 2 (C): 0.371, atom 3 (C): -0.755, atom 4 (C): -0.812, atom 5 (C): 0.156



Here is a structure of composition C26H33Br54NO2 from the Open Molecules 2025 dataset. Energies are from ωB97M-V with the def2-TZVPD basis set.

Values from the calculation:
Kohn-Sham gap ... 8.3112 eV

ORCA input file:
```
! wB97M-V def2-TZVPD RIJCOSX def2/J DEFGRID3
* xyz 0 1
N -2.247 0.288 -2.367
C -2.993 -0.995 -2.340
C -3.192 -1.590 -0.859
C -3.613 -3.120 -1.018
C -2.849 -4.123 -0.056
C -2.650 -3.606 1.427
C -2.944 -4.806 2.462
C -2.147 -4.204 3.728
O -1.126 -3.262 3.279
C -1.107 -3.460 1.801
O -0.121 -3.543 1.038
H -1.271 0.067 -2.565
H -2.343 0.819 -1.504
H -2.443 -1.714 -3.015
H -4.027 -0.776 -2.758
H -2.238 -1.447 -0.284
H -4.077 -1.036 -0.437
H -3.319 -3.415 -2.075
H -4.741 -3.237 -0.991
H -3.497 -5.052 0.018
H -1.860 -4.354 -0.531
H -3.324 -2.803 1.830
H -4.009 -4.991 2.755
H -2.436 -5.793 2.236
H -2.957 -3.732 4.370
H -1.565 -4.923 4.367
C 0.950 -2.162 -4.471
Br 0.053 -3.877 -4.554
Br 0.288 -0.935 -5.816
Br 0.863 -1.386 -2.699
H 1.998 -2.341 -4.690
C 2.791 -2.381 3.152
Br 3.162 -2.013 5.023
Br 4.314 -3.181 2.251
Br 1.181 -3.436 2.940
H 2.608 -1.423 2.674
C 0.742 1.357 0.378
Br 1.449 2.194 -1.220
Br -1.051 1.970 0.781
Br 0.837 -0.576 0.274
H 1.375 1.663 1.205
C 2.156 4.233 -4.769
Br 4.062 4.355 -5.088
Br 1.171 5.563 -5.773
Br 1.484 2.445 -5.090
H 1.995 4.449 -3.716
C -0.454 8.642 -2.912
Br -0.041 6.784 -2.553
Br -1.370 8.860 -4.605
Br -1.431 9.457 -1.453
H 0.493 9.168 -2.993
C -2.082 -3.507 7.668
Br -0.160 -3.423 7.430
Br -3.005 -2.188 6.589
Br -2.770 -5.293 7.360
H -2.284 -3.264 8.707
C -0.814 1.241 8.270
Br 0.267 1.228 6.662
Br -2.709 1.252 7.865
Br -0.340 -0.209 9.465
H -0.596 2.167 8.792
C 3.047 -7.163 -5.414
Br 2.148 -8.876 -5.499
Br 2.384 -5.939 -6.763
Br 2.965 -6.396 -3.638
H 4.095 -7.342 -5.635
C -6.019 4.146 7.640
Br -5.497 4.588 9.451
Br -6.204 2.234 7.390
Br -7.615 5.100 7.096
H -5.216 4.474 6.987
C 7.191 4.702 -8.198
Br 7.615 5.030 -6.336
Br 8.697 3.952 -9.158
Br 5.601 3.614 -8.390
H 6.973 5.665 -8.650
C -4.827 12.060 -2.814
Br -4.226 12.452 -1.014
Br -4.985 10.155 -3.118
Br -6.467 12.996 -3.244
H -4.063 12.428 -3.491
C -5.020 6.569 4.181
Br -4.421 8.329 3.639
Br -5.474 5.462 2.659
Br -3.736 5.695 5.344
H -5.930 6.705 4.758
C 3.309 11.292 -2.004
Br 3.902 11.690 -0.204
Br 3.164 9.385 -2.308
Br 1.660 12.212 -2.439
H 4.071 11.666 -2.681
C -1.545 8.594 7.014
Br -0.808 9.408 5.419
Br -0.542 9.077 8.599
Br -3.432 8.982 7.211
H -1.453 7.519 6.894
C 7.378 -5.216 3.888
Br 5.664 -5.693 4.648
Br 8.444 -4.167 5.118
Br 8.340 -6.772 3.248
H 7.179 -4.588 3.025
C 10.249 -9.656 1.565
Br 8.699 -10.730 2.010
Br 11.903 -10.602 1.910
Br 10.165 -8.992 -0.252
H 10.235 -8.790 2.221
C -1.696 -10.472 -5.791
Br -2.181 -8.611 -5.558
Br -1.267 -11.321 -4.102
Br -3.053 -11.451 -6.766
H -0.794 -10.492 -6.396
C -0.857 -6.676 -9.035
Br -0.151 -5.800 -10.612
Br -2.647 -6.068 -8.615
Br -0.769 -8.605 -9.185
H -0.220 -6.393 -8.202
*
```

Atom charges from the Mulliken analysis, given in e for atoms 1 to 5: atom 1 (N): -0.475, atom 2 (C): -0.544, atom 3 (C): 0.061, atom 4 (C): -0.669, atom 5 (C): -0.793



Here is a structure of composition C41H38N12O2PtS from the Open Molecules 2025 dataset. Energies are from ωB97M-V with the def2-TZVPD basis set.

Values from the calculation:
Kohn-Sham gap (spin up / spin down) ... 7.0947 / 4.9420 eV

ORCA input file:
```
! wB97M-V def2-TZVPD RIJCOSX def2/J DEFGRID3
* xyz 4 5
Pt -0.308 -0.186 0.001
S 0.996 -3.377 -6.833
N 0.707 -3.997 -5.385
C 0.592 -2.994 -4.535
C 0.303 -3.098 -3.129
C 0.087 -4.310 -2.464
C -0.231 -4.281 -1.119
C -0.339 -3.051 -0.483
N -0.104 -1.898 -1.105
C 0.222 -1.903 -2.404
C 0.455 -0.616 -3.011
N 0.422 0.458 -2.202
C 0.628 1.655 -2.725
C 0.859 1.862 -4.087
C 0.890 0.772 -4.928
C 0.704 -0.505 -4.389
C 0.762 -1.721 -5.158
N 0.994 -1.820 -6.454
H 0.151 -5.239 -3.015
H -0.412 -5.190 -0.563
H -0.653 -2.981 0.543
H 0.636 2.503 -2.049
H 1.019 2.864 -4.459
H 1.061 0.868 -5.993
C -0.521 5.486 12.745
O -0.873 5.979 11.443
C -0.719 5.302 10.358
C -1.198 5.944 9.170
C -1.108 5.315 7.965
C -0.533 4.028 7.871
C -0.056 3.396 9.050
C -0.135 4.007 10.265
C -0.431 3.318 6.606
N -0.142 2.032 6.503
C -0.208 1.734 5.193
C -0.535 2.884 4.444
N -0.666 3.875 5.377
C -0.707 2.857 3.053
C -0.930 4.002 2.197
C -1.378 3.813 0.948
C -1.726 2.404 0.563
N -0.752 1.464 1.111
C -0.551 1.586 2.418
C -0.267 0.390 3.175
N -0.362 -0.784 2.520
C -0.231 -1.899 3.211
C 0.029 -1.930 4.585
C 0.092 -0.744 5.274
C -0.085 0.451 4.568
H -0.782 6.270 13.446
H 0.548 5.275 12.810
H -1.076 4.575 12.976
H -1.636 6.929 9.273
H -1.506 5.818 7.094
H 0.389 2.414 8.965
H 0.255 3.515 11.145
H -0.884 4.844 5.204
H -0.700 4.994 2.563
H -1.545 4.630 0.260
H -2.692 2.178 1.051
H -0.364 -2.842 2.699
H 0.143 -2.881 5.085
H 0.236 -0.716 6.346
C 3.033 1.371 -0.461
N 3.463 -0.008 -0.307
C 4.562 -0.399 -1.181
C 2.819 -0.857 0.519
O 1.597 -0.723 0.862
N 3.499 -1.894 1.034
C 2.764 -2.967 1.689
C 4.930 -1.868 1.329
H 3.826 2.037 -0.113
H 2.132 1.560 0.117
H 2.853 1.591 -1.510
H 4.322 -0.090 -2.201
H 4.702 -1.475 -1.180
H 5.497 0.090 -0.903
H 1.811 -3.124 1.190
H 2.577 -2.733 2.741
H 3.354 -3.879 1.638
H 5.348 -0.879 1.172
H 5.474 -2.595 0.725
H 5.076 -2.140 2.375
C -3.548 3.650 -1.991
N -3.217 2.334 -1.478
C -3.908 1.198 -1.707
C -3.142 0.111 -1.321
N -1.951 0.531 -0.879
C -1.933 1.990 -0.905
H -4.626 3.752 -2.087
H -3.096 3.808 -2.974
H -3.188 4.427 -1.321
H -4.893 1.198 -2.145
H -3.424 -0.929 -1.346
H -1.111 2.378 -1.521
*
```

Atom charges from the Mulliken analysis, given in e for atoms 1 to 5: atom 1 (Pt): 1.497, atom 2 (S): 0.278, atom 3 (N): -0.640, atom 4 (C): 0.746, atom 5 (C): 0.253



Here is a structure of composition C22H49MnN6O10 from the Open Molecules 2025 dataset. Energies are from ωB97M-V with the def2-TZVPD basis set.

Values from the calculation:
Kohn-Sham gap (spin up / spin down) ... 2.2413 / 3.1284 eV

ORCA input file:
```
! wB97M-V def2-TZVPD RIJCOSX def2/J DEFGRID3
* xyz -2 7
Mn -2.380 2.068 0.933
C -2.944 4.147 -0.761
O -2.654 5.179 -0.213
O -3.793 3.604 -0.059
O -1.932 3.417 -0.570
C 1.490 0.199 -0.131
C 0.035 0.612 -0.429
C -0.411 0.144 -1.747
O -0.969 0.520 0.546
H 2.334 0.721 -0.582
H 1.545 -0.882 -0.257
H 1.596 0.480 0.917
H 0.171 1.686 -0.556
H -0.715 -0.900 -1.669
H 0.395 0.159 -2.481
H -1.272 0.696 -2.124
C 1.108 0.503 3.828
O 1.621 1.191 4.702
N 1.150 -0.859 4.046
C 0.614 -1.646 2.901
C 1.453 -1.618 5.232
H 0.607 0.888 2.926
H 1.269 -2.379 2.430
H -0.126 -1.262 2.199
H -0.181 -2.230 3.364
H 2.036 -0.942 5.857
H 0.509 -1.831 5.734
H 1.939 -2.501 4.817
C 7.061 -0.234 1.623
O 7.876 0.294 2.382
N 5.892 -0.627 2.009
C 4.810 -1.084 1.170
C 5.599 -0.518 3.516
H 7.236 -0.459 0.560
H 3.885 -0.588 1.466
H 4.703 -2.160 1.311
H 5.061 -1.011 0.112
H 5.575 0.564 3.648
H 4.633 -0.954 3.771
H 6.408 -0.696 4.225
C -5.229 2.839 -3.279
O -6.126 3.660 -3.347
N -5.239 1.692 -2.586
C -4.023 0.886 -2.397
C -6.554 1.131 -2.073
H -4.248 3.054 -3.730
H -3.953 0.192 -3.235
H -3.876 0.359 -1.454
H -3.197 1.592 -2.484
H -6.487 0.153 -1.596
H -6.787 1.819 -1.261
H -7.258 1.290 -2.890
C 2.135 3.620 1.464
O 1.317 4.139 0.601
N 3.378 3.286 1.265
C 4.039 2.598 2.345
C 3.942 3.284 -0.163
H 1.925 3.462 2.533
H 5.094 2.763 2.126
H 3.716 1.557 2.366
H 3.806 2.985 3.336
H 3.468 4.087 -0.726
H 4.976 3.627 -0.153
H 3.905 2.347 -0.719
C -2.895 -1.584 2.996
O -3.144 -1.608 4.152
N -3.493 -2.371 2.091
C -3.256 -2.078 0.666
C -4.476 -3.397 2.360
H -2.079 -1.033 2.503
H -2.909 -1.073 0.428
H -4.189 -2.241 0.126
H -2.564 -2.793 0.220
H -4.488 -4.246 1.677
H -4.104 -3.837 3.285
H -5.536 -3.166 2.474
C -1.457 -3.593 -6.160
O -1.675 -4.584 -5.457
N -0.666 -2.574 -5.950
C -0.381 -1.653 -7.068
C -0.056 -2.283 -4.664
H -1.910 -3.540 -7.162
H -1.055 -1.559 -7.919
H 0.652 -1.586 -7.410
H -0.502 -0.664 -6.627
H -0.359 -1.255 -4.464
H -0.443 -3.018 -3.959
H 1.027 -2.381 -4.726
*
```

Atom charges from the Mulliken analysis, given in e for atoms 1 to 5: atom 1 (Mn): 0.372, atom 2 (C): 0.814, atom 3 (O): -0.644, atom 4 (O): -0.877, atom 5 (O): -0.770



Here is the molecule C4H8Si from the Open Molecules 2025 dataset. Energies are from ωB97M-V with the def2-TZVPD basis set.

Values from the calculation:
Kohn-Sham gap ... 9.2426 eV
SMILES ... C=CC(=C)[SiH3]
Energy relative to the best compared isomer or geometry (same formula, charge and spin) ... 53.6 kcal/mol

ORCA input file:
```
! wB97M-V def2-TZVPD RIJCOSX def2/J DEFGRID3
* xyz 0 1
C 2.163 -0.701 -0.294
C 0.333 1.627 0.111
C 1.009 -0.714 0.384
C -0.132 0.170 0.154
Si -1.941 -0.324 -0.087
H 2.975 -1.444 -0.195
H 2.161 -0.053 -1.182
H -0.324 2.566 -0.026
H 1.403 1.799 0.353
H 0.733 -1.477 1.086
H -1.843 -1.578 -1.051
H -2.550 0.489 -1.118
H -2.559 -0.923 1.211
*
```

Atom charges from the natural (NBO) analysis, given in e for atoms 1 to 5: atom 1 (C): -0.393, atom 2 (C): -0.357, atom 3 (C): -0.227, atom 4 (C): -0.459, atom 5 (Si): 0.819



Here is a cluster of 2 separate species, C6H14N2O2 in total from the Open Molecules 2025 dataset. Energies are from ωB97M-V with the def2-TZVPD basis set.

Values from the calculation:
Kohn-Sham gap (spin up / spin down) ... 10.8564 / 5.2684 eV
Energy relative to the best compared isomer or geometry (same formula, charge and spin) ... 18.3 kcal/mol

ORCA input file:
```
! wB97M-V def2-TZVPD RIJCOSX def2/J DEFGRID3
* xyz 1 2
C 0.015 2.518 2.302
C 0.073 1.664 -1.417
C -0.162 1.689 1.070
O -0.478 0.502 1.229
N 0.217 2.249 -0.090
H 0.878 3.172 2.312
H 0.096 3.249 -0.083
H -0.818 1.839 -2.022
H -0.969 2.981 2.446
H 0.007 1.866 3.164
H 0.861 2.156 -1.996
H 0.375 0.623 -1.326
C -1.363 -2.128 -1.744
C 1.263 -1.932 0.876
C 0.634 -2.409 -0.399
O 1.011 -3.398 -0.980
N -0.438 -1.620 -0.786
H -0.721 -0.881 -0.117
H -1.898 -3.011 -1.372
H 0.540 -1.517 1.574
H 1.932 -1.076 0.736
H -2.104 -1.379 -2.017
H -0.860 -2.470 -2.654
H 1.910 -2.691 1.295
*
```

Atom charges from the natural (NBO) analysis, given in e for atoms 1 to 5: atom 1 (C): -0.724, atom 2 (C): -0.427, atom 3 (C): 0.704, atom 4 (O): -0.711, atom 5 (N): -0.586



| no. | electronic energy (Ha) | strongest force on any atom (eV/A) |
| --- | --- | --- |
| 1 | -3077.89647 | 5.52 |
| 2 | -140212.14187 | 6.34 |
| 3 | -2908.93530 | 1.07 |
| 4 | -3099.26596 | 13.20 |
| 5 | -446.57097 | 7.55 |
| 6 | -496.70265 | 2.69 |